Model w:
A 8-piece molecular cluster, C6H28NO8 overall, computed with ωB97M-V/def2-TZVPD.

gap between HOMO and LUMO: 9.04 eV

```
! wB97M-V def2-TZVPD RIJCOSX def2/J DEFGRID3
* xyz -1 1
H -1.4254 -3.7221 0.2636
O 1.4927 3.6136 -0.6335
H 0.8825 0.9541 -2.6118
H 1.3562 3.6473 2.3496
C -0.9386 -1.6161 0.6312
N 1.5373 -0.2761 -1.0625
C 2.7786 -0.7527 0.9773
O 0.6529 3.9997 1.8019
C 0.4684 0.5655 -1.6726
H -0.5216 0.9869 2.9110
H -2.8851 1.2641 -0.7307
H 0.9469 2.7128 -0.8176
O -0.1551 0.4164 3.6395
H -2.6066 -0.1249 -2.4912
H -0.5497 2.7448 1.6986
H -2.8046 -2.7381 0.8002
H -0.6626 1.6654 0.6345
C -1.7300 -2.8863 0.9175
C 1.3884 -0.5773 0.3675
H -1.1581 -0.8633 1.3866
H -1.7907 -1.4570 -3.0438
H 0.5325 -2.0343 -2.4446
H 0.8472 -2.5767 -0.2165
H -1.5446 1.6215 -1.4022
C 0.5708 -1.8661 0.5649
H 1.0172 4.2412 -1.1712
H 3.3145 -1.6044 0.5441
H 2.6915 -0.8685 2.0581
H 0.8728 -2.3792 1.4829
H 2.4220 0.1791 -1.2468
O -0.2212 -2.5025 -2.8489
H 0.8830 0.2363 0.8897
H -0.6163 -3.0259 -2.1562
H -0.3957 -0.0603 -1.9043
H 0.0175 -0.4124 3.2055
H -1.5242 -3.2273 1.9331
O -2.6622 -1.0073 -2.9381
O -2.5021 1.4095 -1.6142
H 0.9438 3.8384 0.8496
O -1.0340 1.8984 1.5341
H 3.3923 0.1312 0.7868
O 0.0188 1.6360 -0.9133
H -1.2997 -1.1832 -0.3077
*
```

***

Model x:
A 8-piece molecular cluster, C6H28NO8 overall, computed with ωB97M-V/def2-TZVPD.

gap between HOMO and LUMO: 7.81 eV

```
! wB97M-V def2-TZVPD RIJCOSX def2/J DEFGRID3
* xyz -1 1
H -0.3213 -2.5445 0.9821
H -0.0611 3.1527 3.0899
H 2.6980 0.3075 1.7719
H 1.5589 -1.0770 -1.2573
O -0.4024 1.7166 -3.6798
H -3.6847 0.1599 0.2137
O -0.4653 2.3176 2.7786
H 1.2583 1.5824 0.1081
O 2.0045 1.0619 1.7548
H 2.2271 -3.6573 -0.8531
C -2.4683 -0.2820 -1.3425
C -2.8986 0.7469 -0.2605
H 1.2658 -4.5698 -0.1939
O 2.2205 -4.5374 -0.3944
H 1.3236 -1.3648 -2.9549
H 2.2743 3.1132 1.3978
H -1.9378 -1.0239 1.2747
H 3.0957 2.5404 2.4350
H -1.2355 1.6203 -3.2298
H -1.0118 -2.1247 -2.5631
H 0.2258 2.0807 -3.0054
H -2.2742 1.7807 1.6380
O 0.0425 -0.3605 1.2361
C -1.8941 1.1458 0.7849
H 2.3165 1.8178 -0.6967
H -3.3063 1.6458 -0.7925
H 1.0368 0.5702 1.7289
H -1.4456 -0.0102 2.5761
H -1.0400 1.7747 0.3067
C -0.4513 -1.5396 -1.7911
H 0.3918 1.8231 2.8968
O -0.4278 -3.5157 1.2392
N -1.0540 -0.2006 -1.7189
O 1.3759 1.7129 -0.8610
H -0.7047 -1.9860 -0.7669
H -3.0802 -0.1085 -2.2463
O 3.0942 3.3578 1.8559
H -0.5384 0.3170 -0.9934
H -2.7439 -1.2388 -0.9267
C -1.3023 -0.1292 1.4839
H 1.3829 -2.6976 -1.8678
H -1.2267 -3.5374 1.8074
C 1.0274 -1.6870 -1.9512
*
```

***

The least stable of them is model x.

***

Model w:
A 2-piece molecular cluster, C5H9N3O2 overall, computed with ωB97M-V/def2-TZVPD.

gap between HOMO and LUMO: 9.06 eV

```
! wB97M-V def2-TZVPD RIJCOSX def2/J DEFGRID3
* xyz 0 1
N 1.3767 -1.8506 2.4000
H -1.8680 -1.5745 -2.0694
O 0.2595 3.1444 -0.6814
N 1.0744 0.4962 1.9615
H 0.6076 2.9439 0.1965
C 0.9709 -0.7340 1.8101
C -0.2877 -1.3475 -0.0242
C -0.6386 -0.3568 -0.8133
H -0.9590 -0.3036 -2.9237
H -2.3618 0.1305 -1.9633
O -0.7858 2.1478 -2.3697
C -1.5126 -0.5476 -2.0198
H 1.1892 -2.7463 1.9859
H 0.3049 0.9708 0.3739
H 1.5820 0.8509 2.7690
H 2.0422 -1.8282 3.1648
N -0.1919 0.9335 -0.5211
C -0.2859 2.0578 -1.2807
H -0.5160 -2.3870 0.0048
*
```

***

Model x:
A 2-piece molecular cluster, C5H9N3O2 overall, computed with ωB97M-V/def2-TZVPD.

SMILES: CC=C=NC(=O)O.[H]/N=C\N
gap between HOMO and LUMO: 9.05 eV

```
! wB97M-V def2-TZVPD RIJCOSX def2/J DEFGRID3
* xyz 0 1
O -3.5678 -1.4072 -0.0221
C 0.3294 1.8057 0.3553
H 0.5387 -3.4336 -0.0862
N -0.5041 2.0045 -0.5559
C 1.3803 -2.7562 -0.2793
N 1.6337 2.3000 0.4730
H 2.3069 -2.8983 0.4021
H 1.8750 2.4159 1.4431
C 0.8744 -1.3514 0.0587
H -0.4140 2.6173 -1.3316
C -0.3703 -0.9448 0.1362
H -0.0833 1.2221 1.2161
H 1.9160 3.0209 -0.1706
N -1.4904 -0.7024 0.4991
H 1.4103 -0.4609 -0.2218
H 1.7796 -2.8544 -1.2712
O -2.8683 0.7552 -0.3136
H -1.9862 1.1957 -0.2955
C -2.7598 -0.5281 -0.0357
*
```

***

The least stable of them is model w.

***

Model w:
A 2-piece molecular cluster, C3H9S overall, computed with ωB97M-V/def2-TZVPD.

gap between HOMO and LUMO: 6.50 eV

```
! wB97M-V def2-TZVPD RIJCOSX def2/J DEFGRID3
* xyz -1 1
H -0.8588 1.9861 -2.0770
H -2.5603 1.6567 -1.8566
C -1.5909 1.4600 -1.4483
S -1.1412 -0.3086 -1.5630
C 1.5436 -1.2004 0.5459
H 0.5204 -0.9789 2.3362
H 1.5127 -2.3167 0.8470
H 2.5164 -0.6938 0.7708
C 0.3394 -0.5035 1.2895
H -1.5201 2.0531 -0.4585
H -0.6464 -0.6232 0.9025
H 1.2968 -1.1027 -0.5120
H 0.5884 0.5719 1.2235
*
```

***

Model x:
A 2-piece molecular cluster, C3H9S overall, computed with ωB97M-V/def2-TZVPD.

gap between HOMO and LUMO: 6.11 eV

```
! wB97M-V def2-TZVPD RIJCOSX def2/J DEFGRID3
* xyz -1 1
H -0.8357 0.0757 0.9663
H -2.1348 0.6310 2.0159
H 0.7161 0.2749 -3.5622
C -0.3939 -0.0421 3.0915
H -0.6274 0.9785 -2.6419
C -1.0510 0.6059 1.8986
H -0.4573 0.5748 3.9943
H 0.6808 -0.1729 2.9528
H 1.0314 1.4823 -2.3346
H -0.7362 1.6500 1.8220
H -0.8120 -1.0229 3.3183
C 0.4006 0.6263 -2.5736
S 0.6443 -0.6770 -1.3129
*
```

***

The least stable of them is model w.

***

Model w:
The molecule C19H22N4O2, computed with ωB97M-V/def2-TZVPD.

SMILES: COCCN(CCOC)c1cc(C)c(C#N)c2nc3ccccc3n12
gap between HOMO and LUMO: 7.78 eV

```
! wB97M-V def2-TZVPD RIJCOSX def2/J DEFGRID3
* xyz 0 1
C 0.0014 1.5599 1.0574
C -3.1848 0.2033 1.0682
N 4.0781 3.7628 -0.2209
C 3.7380 -3.5781 0.1003
H -2.0033 0.2550 -1.4630
H -0.7469 1.8979 -2.7001
H -1.5241 -1.0812 -2.5351
C 2.2465 2.0819 0.3672
N -0.8277 -0.7281 0.7952
H -2.8738 1.1085 0.5257
C -1.2214 -0.4925 -1.6557
H -4.8047 0.8073 -0.9346
H 0.4678 4.0944 2.1630
H 2.1315 -4.7796 0.8514
C -5.0443 -0.0818 -0.3374
C 2.4467 -3.7797 0.5926
H -0.3123 0.6333 -3.8803
H 0.5907 -2.8943 1.1981
H -0.1020 4.2832 0.5081
N 3.5932 0.0934 -0.1278
H 1.6031 4.5644 0.8882
H -3.8414 0.5148 1.8966
C -1.9755 -0.5424 1.6530
H 4.3858 -4.4327 -0.0295
C 0.1816 0.2201 0.7944
C 3.2719 2.9895 0.0432
H -5.4994 -0.8350 -0.9765
C 2.4839 0.6934 0.2071
C 2.0105 -1.4598 0.4262
H -0.9726 1.9204 1.3442
H -0.1934 -2.0768 -0.6815
C -0.0320 1.0960 -2.9264
N 1.4476 -0.2051 0.5208
O -3.8866 -0.6616 0.2049
H -2.3311 -1.5381 1.9396
C 0.7376 3.9486 1.1171
H -5.7509 0.2061 0.4507
H 0.9695 1.5141 -3.0036
H -1.6392 -0.0248 2.5532
C 3.3450 -1.2407 -0.0059
C -1.0479 -1.4327 -0.4593
O 0.0111 0.1481 -1.8937
H 5.2172 -2.1473 -0.5307
C 1.5677 -2.7299 0.7702
C 4.2090 -2.3170 -0.1898
C 1.0245 2.5030 0.8592
H -1.9443 -2.0401 -0.3443
*
```

***

Model x:
The molecule C19H22N4O2, computed with ωB97M-V/def2-TZVPD.

SMILES: COCCN(CCOC)c1cc(C)c(C#N)c2nc3ccccc3n12
gap between HOMO and LUMO: 7.79 eV

```
! wB97M-V def2-TZVPD RIJCOSX def2/J DEFGRID3
* xyz 0 1
C -0.6168 -1.6725 0.2973
H 2.9933 -1.6661 0.9529
C 2.1358 0.2727 0.4955
N 1.2027 -0.2232 -0.4952
N -2.7842 1.7297 0.7120
C -0.6964 1.9830 -0.1868
H 0.9620 4.6265 -1.3979
C 1.7065 -1.1227 -1.5118
C -0.7940 -2.4018 -2.9760
H -2.9397 4.4989 0.3711
C -2.4262 -3.2029 1.1036
H 2.7683 -0.9161 -1.6538
H 3.0187 0.6661 -0.0162
N -0.8908 0.6502 0.1078
H 1.0753 0.2366 -3.0590
H 1.2314 2.1947 -1.1319
H 1.5998 -2.1835 -1.2505
C 0.3401 2.6884 -0.7816
H 4.1097 0.6260 4.0011
C -0.9870 4.7005 -0.5129
C 2.5877 -0.8097 1.4992
N -5.0904 -0.9036 1.8877
C -4.0283 -0.7937 1.4683
H -1.7180 -3.7221 1.7483
C -0.0987 -0.4469 -0.0360
H 3.0006 1.5094 2.9286
H 0.0069 -2.5486 0.2166
C -1.8925 2.6333 0.2161
H -3.3932 -3.1623 1.5978
C -2.7152 -0.7089 0.9640
H -1.8820 -2.4101 -2.9620
H 2.3934 0.1522 3.9143
H -2.5289 -3.7841 0.1866
C -2.0318 4.0098 0.0585
H 1.4374 -1.4120 -3.6435
C 3.2502 0.5262 3.3412
H -0.4388 -2.7784 -3.9430
O 3.6298 -0.3888 2.3410
H -0.4213 -3.0599 -2.1838
H -1.0660 5.7688 -0.6514
C -1.9294 -1.8301 0.7813
C 0.9748 -0.8287 -2.8347
H 1.7213 -1.1440 2.0920
O -0.4102 -1.0634 -2.7839
C 0.1751 4.0497 -0.9350
C -2.1970 0.5682 0.6292
H 1.6560 1.0930 1.0351
*
```

***

The least stable of them is model x.